Entry 1:
The molecule C12H13NO2 in a non-equilibrium geometry, computed with ωB97M-V/def2-TZVPD.

Geometry as ORCA input:
```
! wB97M-V def2-TZVPD RIJCOSX def2/J DEFGRID3
* xyz 0 1
H 2.78 0.49 -2.62
C -0.29 1.38 -1.76
N -0.38 -0.16 0.20
H 0.22 -2.42 -2.10
H -1.14 1.89 -1.54
C -0.84 -1.66 2.02
H -0.77 -0.77 4.05
C -0.54 -1.90 -2.72
C -0.06 0.92 1.10
H -1.34 -2.55 -2.91
C -0.01 1.81 3.43
H 1.01 2.22 3.36
O 0.38 1.94 0.60
H 1.61 -1.45 -1.58
C -0.20 -0.07 -1.29
H -0.70 2.63 3.38
H -0.06 1.49 4.52
C -0.30 0.70 2.54
C 0.92 1.69 -2.28
C 1.19 -0.49 -1.71
C -0.61 -0.54 2.97
C -0.84 -1.36 0.70
H -0.87 -2.63 2.42
H -0.04 -1.49 -3.65
C 1.80 0.57 -2.23
H -0.94 -2.08 -0.07
O -1.15 -0.83 -2.10
H 1.17 2.70 -2.72
*
```

Calculated values
E_tot	-670.1889	hartree

Entry 2:
C40H38AsCl4N5O2S4Si2W as an isolated structure, computed with ωB97M-V/def2-TZVPD.

Geometry as ORCA input:
```
! wB97M-V def2-TZVPD RIJCOSX def2/J DEFGRID3
* xyz 2 1
H -0.51 3.83 -1.94
H -4.02 4.42 1.44
H -0.61 -4.45 -2.90
Si -2.44 3.68 -0.39
O 0.89 1.76 -0.91
H 1.63 1.01 -6.38
C -7.14 -0.18 -2.84
H -1.02 5.40 -1.30
S -5.65 -0.33 -2.02
C 3.90 1.01 0.95
C -3.11 4.77 0.96
H 5.78 -0.34 -4.78
H -0.93 -5.90 -0.87
C -3.63 -0.67 2.86
H -3.34 5.74 0.49
H 8.12 -0.93 -3.79
C -0.85 -4.21 0.44
H 1.03 3.53 5.49
C -6.97 0.25 -4.12
H -2.91 3.25 3.47
H 3.66 0.28 -5.03
N -0.44 -0.84 1.68
S 5.55 -1.24 -1.30
C 3.50 -0.46 -3.02
H -8.06 -0.43 -2.33
C -0.84 4.35 -1.05
H 7.95 -1.58 -1.25
H -2.67 -0.97 3.28
S 0.79 1.42 4.53
C -1.18 0.70 -4.47
H -4.14 2.38 4.38
N -0.22 -0.33 2.96
C 2.64 0.90 0.38
H -4.31 4.21 -1.87
C -0.63 -4.03 -1.91
C -2.58 0.07 -2.21
C -3.24 2.26 3.77
C -0.57 0.38 -3.25
Cl 6.32 2.15 1.19
S -0.08 2.07 1.72
W 0.00 0.08 -0.22
H -3.11 -0.19 -1.30
C -3.30 0.31 -3.39
C 3.05 2.84 -0.99
H -0.36 -2.06 -2.66
C 2.18 1.86 -0.52
C 7.14 -1.30 -1.90
H -3.20 3.11 -2.67
H 2.91 -1.19 -1.06
C 4.75 2.03 0.53
C -4.76 0.20 -3.41
N -1.26 0.16 -2.11
N 1.30 -0.42 -2.05
C 1.01 0.82 -5.52
H -5.35 2.58 1.22
H -0.80 1.28 -6.53
H 0.66 3.74 3.78
Cl 4.37 -0.16 2.11
Si -3.65 1.12 2.36
C -0.67 -2.82 0.51
H -3.88 -1.32 2.02
As -1.99 1.51 0.62
H -5.29 0.80 -5.42
C 0.83 0.12 -3.20
H -5.33 0.95 0.53
H -2.36 4.97 1.73
C -5.61 0.46 -4.45
C 4.92 -0.75 -2.83
C -0.33 0.97 -5.60
H -4.37 2.50 -1.50
H -0.03 4.32 -0.32
C 7.20 -0.95 -3.22
C -0.82 -4.83 -0.78
H -0.70 -2.62 2.70
H -0.64 3.33 4.95
C 2.58 -0.72 -1.97
H -0.99 -4.76 1.36
H -6.08 1.23 2.10
C -2.57 0.69 -4.51
C 0.40 3.18 4.68
H -4.39 -0.82 3.63
Cl 2.51 3.89 -2.24
H -7.79 0.40 -4.81
C -0.63 -2.13 1.74
C 3.00 0.07 -4.19
C -3.70 3.32 -1.72
C 5.93 -0.64 -3.75
H -2.48 1.80 4.41
Cl 5.41 4.13 -1.04
C 4.34 2.92 -0.47
C 1.63 0.34 -4.31
O 1.79 -0.12 0.64
C 0.02 0.92 3.06
H -3.08 0.94 -5.43
N -0.48 -2.03 -0.58
C -0.48 -2.67 -1.78
C -5.24 1.52 1.46
*
```

Calculated values
E_tot	-8286.4050	hartree

The calculation returns the following gap between HOMO and LUMO values, one per record and in order: 8.8, 5.8 eV.
The calculation returns the following energy relative to the best compared isomer or geometry (same formula, charge and spin) values, one per record and in order: 437.5, 21.2 kJ/mol.
The calculation returns the following highest occupied orbital energy values, one per record and in order: -8.17, -12.24 eV.